[1]
DFT (ωB97M-V/def2-TZVPD) results for 2 unconnected molecules or ions with the total composition C6H12O2.

The value obtained for the gap between HOMO and LUMO is 9.044 eV. As for the lowest unoccupied orbital energy: 0.64 eV. The value obtained for the energy relative to the best compared isomer or geometry (same formula, charge and spin) is 2.079 eV.

The geometry in ORCA input format:
```
! wB97M-V def2-TZVPD RIJCOSX def2/J DEFGRID3
* xyz 0 1
C 0.057 -2.560 -0.363
C 1.015 -1.419 -0.683
C -1.284 2.874 0.094
C -0.306 2.195 -0.498
O 0.252 2.738 -1.610
C 0.202 0.854 -0.121
C 0.335 -0.115 -1.021
H -0.725 -2.199 0.304
H -0.366 -3.032 -1.249
H 0.562 -3.367 0.175
H 1.691 -1.703 -1.480
H 1.713 -1.243 0.130
H -1.527 3.813 -0.387
H -1.838 2.556 0.958
H 1.072 2.269 -1.809
H 0.534 0.696 0.895
H 0.091 0.072 -2.065
H -0.949 -0.166 2.818
H -0.332 -1.507 3.245
O -0.198 -0.754 2.667
*
```

Atom charges from the natural (NBO) analysis, given in e for atoms 1 to 4: C -0.6028; C -0.4397; C -0.5074; C 0.2843



[2]
DFT (ωB97M-V/def2-TZVPD) results for a molecular structure, C2H5N5O in a non-equilibrium geometry.

The value obtained for the gap between HOMO and LUMO is 8.737 eV. As for the lowest unoccupied orbital energy: -0.21 eV. The value obtained for the energy relative to the best compared isomer or geometry (same formula, charge and spin) is 9.751 eV.

The geometry in ORCA input format:
```
! wB97M-V def2-TZVPD RIJCOSX def2/J DEFGRID3
* xyz 0 1
C 0.166 -0.238 0.330
C 0.637 1.236 0.527
H 0.815 -2.193 2.718
H 1.338 -0.134 2.078
H 1.295 1.857 1.260
H -0.683 -1.761 -1.120
H -2.017 -1.428 -0.260
N 1.542 -1.386 1.697
N 0.712 -1.415 0.395
N 0.087 1.966 -0.357
N -0.866 0.046 -0.543
N -1.413 -1.026 -1.199
O -0.751 1.296 -1.220
*
```

Atom charges from the natural (NBO) analysis, given in e for atoms 1 to 4: C 0.2990; C -0.0980; H 0.3219; H 0.3081



[3]
DFT (ωB97M-V/def2-TZVPD) results for a molecular structure, CLaLiO2 in a non-equilibrium geometry.

The value obtained for the gap between HOMO and LUMO (spin up / spin down) is 6.634 / 6.624 eV. As for the lowest unoccupied orbital energy (spin up / spin down): -16.50 / -16.51 eV.

The geometry in ORCA input format:
```
! wB97M-V def2-TZVPD RIJCOSX def2/J DEFGRID3
* xyz 3 2
O 0.389 -4.476 0.823
C 0.487 -3.358 0.806
O -0.181 0.586 0.252
La -1.187 2.802 -1.001
Li 0.650 -1.033 0.610
*
```

Atom charges from the natural (NBO) analysis, given in e for atoms 1 to 4: O -0.3292; C 0.3826; O -0.7923; La 2.8056



[4]
DFT (ωB97M-V/def2-TZVPD) results for 10 unconnected molecules or ions with the total composition C60H49BNO19.

The value obtained for the gap between HOMO and LUMO is 6.733 eV. As for the lowest unoccupied orbital energy: -4.14 eV.

The geometry in ORCA input format:
```
! wB97M-V def2-TZVPD RIJCOSX def2/J DEFGRID3
* xyz 1 1
C 6.577 -2.825 6.276
C 5.817 -1.500 6.513
B 4.458 -1.614 5.786
O 4.235 -1.415 4.457
C 3.071 -2.090 6.446
C 2.346 -3.149 5.710
N 1.080 -3.004 5.770
C 0.739 -1.862 6.680
C 1.958 -1.009 6.430
H 6.285 -3.606 6.972
H 7.649 -2.673 6.399
H 6.445 -3.242 5.276
H 6.422 -0.666 6.151
H 5.694 -1.353 7.587
H 4.914 -0.925 3.952
H 3.185 -2.460 7.476
H 2.774 -3.955 5.126
H 0.412 -3.581 5.273
H -0.262 -1.470 6.549
H 0.779 -2.289 7.685
H 2.068 -0.153 7.089
H 1.944 -0.652 5.397
C 2.170 0.126 0.038
C 1.012 -0.404 -0.359
C 0.391 -1.552 0.352
O -0.643 -2.052 -0.032
C 1.094 -2.088 1.548
C 2.240 -1.553 1.949
C 2.859 -0.412 1.230
O 3.909 0.055 1.633
H 2.641 0.939 -0.505
H 0.494 -0.052 -1.245
H 0.627 -2.940 2.027
H 2.823 -1.913 2.786
C 4.245 -4.251 -1.403
C 4.357 -4.116 -2.721
C 3.155 -3.958 -3.586
O 3.256 -3.825 -4.783
C 1.824 -3.968 -2.919
C 1.714 -4.107 -1.601
C 2.917 -4.250 -0.743
O 2.814 -4.340 0.466
H 5.100 -4.361 -0.748
H 5.309 -4.107 -3.234
H 0.968 -3.855 -3.572
H 0.758 -4.114 -1.092
C 2.936 2.337 -3.825
C 3.353 2.459 -5.082
C 2.424 2.245 -6.224
O 2.803 2.352 -7.368
C 1.018 1.882 -5.906
C 0.592 1.764 -4.651
C 1.525 1.991 -3.520
O 1.164 1.888 -2.360
H 3.577 2.501 -2.968
H 4.371 2.719 -5.344
H 0.371 1.721 -6.759
H -0.427 1.503 -4.393
C -2.863 5.391 -4.544
C -2.821 6.701 -4.314
C -1.897 7.279 -3.308
O -1.851 8.469 -3.088
C -1.014 6.337 -2.566
C -1.050 5.027 -2.789
C -1.982 4.461 -3.798
O -2.017 3.264 -4.001
H -3.512 4.943 -5.282
H -3.447 7.408 -4.844
H -0.356 6.792 -1.840
H -0.427 4.313 -2.263
C -5.257 4.251 -9.335
C -6.042 3.388 -9.972
C -6.348 2.054 -9.392
O -7.065 1.266 -9.970
C -5.745 1.716 -8.076
C -4.961 2.580 -7.438
C -4.660 3.913 -8.019
O -3.945 4.698 -7.432
H -5.014 5.230 -9.729
H -6.496 3.600 -10.932
H -5.988 0.737 -7.684
H -4.503 2.367 -6.480
C 2.357 -6.187 7.548
C 1.465 -7.169 7.507
C 1.744 -8.404 6.713
O 0.943 -9.305 6.667
C 3.039 -8.469 5.976
C 3.911 -7.463 6.004
C 3.627 -6.239 6.787
O 4.370 -5.275 6.782
H 2.211 -5.283 8.129
H 0.520 -7.145 8.034
H 3.210 -9.377 5.412
H 4.849 -7.479 5.464
C -11.828 -2.033 -10.790
C -12.130 -1.463 -9.628
C -11.256 -0.418 -9.033
O -11.527 0.097 -7.970
C -10.038 -0.032 -9.789
C -9.732 -0.603 -10.950
C -10.604 -1.650 -11.545
O -10.331 -2.175 -12.602
H -12.443 -2.797 -11.250
H -13.013 -1.721 -9.056
H -9.412 0.727 -9.341
H -8.844 -0.339 -11.510
C 0.245 1.782 11.008
C 0.095 0.501 10.685
C -0.668 0.097 9.480
O -0.787 -1.077 9.179
C -1.277 1.167 8.654
C -1.130 2.450 8.971
C -0.350 2.862 10.174
O -0.209 4.027 10.457
H 0.796 2.110 11.880
H 0.512 -0.307 11.274
H -1.850 0.841 7.794
H -1.562 3.256 8.392
C 3.031 3.380 1.179
C 2.517 4.142 2.138
C 2.442 5.620 1.995
O 1.978 6.311 2.872
C 2.975 6.212 0.737
C 3.484 5.448 -0.225
C 3.543 3.971 -0.084
O 3.993 3.267 -0.963
H 3.134 2.303 1.269
H 2.133 3.742 3.068
H 2.917 7.292 0.665
H 3.879 5.850 -1.151
*
```

Atom charges from the Mulliken analysis, given in e for atoms 1 to 4: C -1.0678; C -0.2984; B -0.4065; O 0.0362



[5]
DFT (ωB97M-V/def2-TZVPD) results for a molecular structure, C19H29CrN5O8S.

The value obtained for the gap between HOMO and LUMO (spin up / spin down) is 9.297 / 9.345 eV. As for the lowest unoccupied orbital energy (spin up / spin down): -3.01 / -3.02 eV. The value obtained for the energy relative to the best compared isomer or geometry (same formula, charge and spin) is 0.000 eV.

The geometry in ORCA input format:
```
! wB97M-V def2-TZVPD RIJCOSX def2/J DEFGRID3
* xyz 1 4
Cr -0.250 0.260 0.074
O 1.199 -0.376 -2.943
C 0.473 -1.597 -3.059
C 0.518 -2.395 -1.776
N -0.280 -1.815 -0.663
C 0.022 -2.585 0.567
C -0.597 -1.901 1.785
O -0.633 -2.447 2.855
O -1.038 -0.687 1.532
C -1.728 -1.971 -0.990
C -2.328 -0.694 -1.551
O -3.259 -0.700 -2.310
O -1.742 0.393 -1.087
H 2.093 -0.587 -2.641
H 0.888 -2.208 -3.864
H -0.544 -1.327 -3.346
H 1.550 -2.478 -1.443
H 0.147 -3.408 -1.966
H 1.104 -2.623 0.702
H -0.344 -3.612 0.493
H -2.283 -2.199 -0.080
H -1.885 -2.796 -1.685
N 1.896 3.053 1.382
C 1.152 4.206 0.772
C -0.267 4.259 1.329
C -1.256 3.279 0.696
N -1.064 1.882 1.172
C -1.198 3.353 -0.826
C 0.205 3.139 -1.386
N 0.666 1.721 -1.260
C 1.193 4.120 -0.751
H 1.928 3.120 2.401
H 2.851 2.952 1.019
H 1.463 2.135 1.170
H 1.697 5.093 1.094
H -0.641 5.265 1.132
H -0.254 4.150 2.418
H -2.250 3.599 1.012
H -1.977 1.434 1.235
H -0.692 1.821 2.123
H -1.531 4.349 -1.129
H -1.888 2.633 -1.263
H 0.178 3.373 -2.451
H 1.685 1.713 -1.212
H 0.472 1.220 -2.129
H 0.941 5.116 -1.122
H 2.214 3.922 -1.093
O 0.912 0.857 3.256
C 1.688 0.246 2.548
N 1.586 0.211 1.160
S 3.054 -0.060 0.494
O 2.993 -1.032 -0.563
O 3.624 1.226 0.119
C 3.804 -0.669 1.960
C 5.040 -1.257 2.130
C 5.380 -1.627 3.427
C 4.514 -1.396 4.494
C 3.280 -0.785 4.301
C 2.934 -0.431 3.011
H 5.709 -1.431 1.299
H 6.332 -2.105 3.610
H 4.807 -1.704 5.488
H 2.597 -0.606 5.120
*
```

Atom charges from the natural (NBO) analysis, given in e for atoms 1 to 4: Cr 1.4619; O -0.7393; C -0.0835; C -0.2493



[6]
DFT (ωB97M-V/def2-TZVPD) results for a single C5H9OP molecule in a non-equilibrium geometry.

The value obtained for the gap between HOMO and LUMO (spin up / spin down) is 6.210 / 6.797 eV. As for the lowest unoccupied orbital energy (spin up / spin down): 0.87 / -3.23 eV. The value obtained for the energy relative to the best compared isomer or geometry (same formula, charge and spin) is 3.311 eV.

The geometry in ORCA input format:
```
! wB97M-V def2-TZVPD RIJCOSX def2/J DEFGRID3
* xyz 0 3
C 3.547 -0.733 -0.417
C 2.450 -0.272 -0.256
C -1.649 0.548 -0.923
C 0.563 0.408 1.690
C -0.353 -0.299 -1.019
O 1.049 1.948 -0.605
P 0.895 0.594 -0.104
H 4.540 -1.075 -0.581
H -2.128 0.734 0.031
H -1.322 1.530 -1.217
H -2.421 0.271 -1.550
H -0.236 -0.312 1.715
H 1.520 0.233 2.159
H 0.018 1.267 2.108
H 0.016 -0.472 -1.966
H -0.606 -1.395 -0.559
*
```

Atom charges from the natural (NBO) analysis, given in e for atoms 1 to 4: C -0.1466; C -0.3343; C -0.6311; C -1.0104